ORCA calculation (wB97M-V/def2-TZVPD) on a structure of composition C13H19BBrCaCsF5KO13S2 at a distorted geometry.

For the HOMO-LUMO gap, the calculation gives 0.05950 Ha. For the molar mass, the calculation gives 845.20 g/mol. The total energy comes out at -181680.412 eV. As for the HOMO energy: -4.992 eV.

Each line ends with the Mulliken charge.
Geometry (Å):
C (1.52, -0.42, 0.35)  -0.2502
C (0.95, 0.50, 0.92)  -0.6561
C (0.05, 1.59, 1.56)  0.7619
B (-1.23, 1.67, 0.57)  -0.3234
O (-1.25, 2.56, -0.57)  -0.3171
S (-2.71, 0.51, 0.96)  1.1602
O (-2.92, 0.40, 2.39)  -0.5230
O (-2.34, -0.90, 0.45)  -0.6033
F (-4.04, 1.08, 0.13)  -0.2380
H (1.73, -1.43, -0.09)  0.2761
H (0.60, 2.60, 1.62)  0.4599
H (-0.27, 1.23, 2.62)  -0.0573
H (-0.97, 2.03, -1.34)  0.2986
C (-2.79, 5.43, 3.38)  0.6230
F (-3.53, 4.73, 2.48)  -0.2254
F (-3.29, 6.67, 3.40)  -0.2239
F (-3.05, 4.88, 4.59)  -0.2450
S (-0.98, 5.41, 2.96)  1.1529
O (-0.88, 6.02, 1.66)  -0.6897
O (-0.60, 3.99, 2.98)  -0.8323
O (-0.33, 6.18, 4.01)  -0.6568
Ca (-1.57, -0.52, -1.39)  0.9956
C (6.88, -0.98, 1.35)  -0.3427
C (6.04, 0.23, 1.06)  -0.3281
O (4.82, -0.33, 0.58)  -0.2714
C (4.74, -1.60, 1.07)  0.5388
O (3.77, -2.29, 1.00)  -0.3611
O (5.91, -1.98, 1.66)  -0.3397
H (7.56, -0.83, 2.19)  0.2819
H (7.45, -1.31, 0.48)  0.2588
H (5.82, 0.81, 1.96)  0.2741
H (6.49, 0.88, 0.31)  0.2787
C (-6.08, 2.05, -4.44)  -0.3121
C (-4.78, 2.79, -4.60)  -0.3634
O (-3.88, 1.75, -5.00)  -0.2901
C (-4.62, 0.76, -5.56)  0.8174
O (-4.16, -0.18, -6.15)  -0.5503
O (-5.96, 0.98, -5.36)  -0.5596
H (-6.95, 2.67, -4.68)  0.3011
H (-6.21, 1.64, -3.44)  0.2790
H (-4.82, 3.54, -5.39)  0.2742
H (-4.45, 3.26, -3.68)  0.3349
Br (1.59, 1.10, 3.39)  -0.7339
C (2.71, -5.06, 0.36)  -1.0532
C (2.46, -6.48, -0.21)  0.5926
C (1.30, -7.13, 0.58)  -1.2537
O (3.56, -7.21, -0.02)  -0.6383
H (2.99, -5.09, 1.42)  0.3258
H (3.51, -4.55, -0.18)  0.3017
H (1.81, -4.45, 0.27)  0.2265
H (2.08, -6.32, -1.24)  0.2217
H (1.53, -7.22, 1.65)  0.3181
H (1.07, -8.13, 0.20)  0.3310
H (0.39, -6.53, 0.49)  0.2977
Cs (0.05, 2.75, 4.70)  1.0715
F (2.13, -1.10, -2.11)  -0.8294
K (-6.85, -0.67, -6.31)  1.0149

=====

ORCA calculation (wB97M-V/def2-TZVPD) on a structure of composition C8H12ClCuO4 at a distorted geometry.

For the HOMO-LUMO gap (spin up / spin down), the calculation gives 0.28312 / 0.12009 Ha. For the molar mass, the calculation gives 271.18 g/mol. As for the net charge: +1. Its spin multiplicity is 2. The total energy comes out at -73832.552 eV. As for the HOMO energy (spin up / spin down): -12.612 / -12.611 eV. The energy above the lowest of the compared OMol25 structures with the same formula, charge and spin comes out at 7.5 kcal per mole.

Each line ends with the Mulliken charge.
Geometry (Å):
Cu (2.56, 3.13, -1.34)  0.6075
Cl (2.38, 1.92, 0.81)  -0.5385
O (-2.78, -0.95, 1.04)  -0.5800
C (-2.30, 0.14, 1.03)  0.4466
O (-1.74, 0.74, 2.08)  -0.3806
C (-1.19, 2.05, 1.74)  -0.0858
C (-1.85, 2.39, 0.41)  -0.4447
C (-2.43, 1.12, -0.13)  -0.2930
H (-0.13, 1.82, 1.63)  -0.0249
H (-1.36, 2.78, 2.53)  0.3381
H (-1.14, 2.92, -0.23)  0.2330
H (-2.69, 3.06, 0.61)  0.3012
H (-1.93, 0.72, -1.02)  0.1632
H (-3.44, 1.21, -0.54)  0.3392
O (2.50, -3.96, -2.04)  -0.1270
C (2.15, -3.00, -1.37)  0.6217
O (2.57, -2.85, -0.15)  -0.2519
C (1.85, -1.77, 0.50)  -0.4459
C (0.76, -1.36, -0.50)  0.0341
C (1.31, -1.83, -1.85)  -0.4451
H (2.47, -0.90, 0.73)  0.2385
H (1.44, -2.16, 1.43)  0.3172
H (0.63, -0.28, -0.44)  0.0715
H (-0.18, -1.79, -0.17)  0.2250
H (1.99, -1.05, -2.22)  0.3084
H (0.54, -2.10, -2.56)  0.3721

=====

ORCA calculation (wB97M-V/def2-TZVPD) on a structure of composition C23H18F3N4O3PtS3 at a distorted geometry.

For the HOMO-LUMO gap, the calculation gives 0.23745 Ha. For the molar mass, the calculation gives 746.70 g/mol. As for the net charge: +1. The total energy comes out at -80143.247 eV. As for the HOMO energy: -11.438 eV. The energy above the lowest of the compared OMol25 structures with the same formula, charge and spin comes out at 32.6 kcal per mole.

Each line ends with the Mulliken charge.
Geometry (Å):
Pt (-0.69, -0.25, 1.36)  1.2042
O (1.14, 0.53, 0.90)  -0.7398
N (1.08, 1.74, 0.29)  0.4400
C (2.02, 2.08, -0.60)  -0.2419
C (1.94, 3.31, -1.22)  -0.8711
C (0.89, 4.17, -0.91)  -0.2334
C (-0.06, 3.78, 0.02)  -0.8155
C (0.06, 2.54, 0.63)  0.8187
S (-0.93, 1.93, 1.90)  -0.3530
H (2.78, 1.34, -0.78)  0.6321
H (2.70, 3.58, -1.93)  0.4412
H (0.80, 5.13, -1.40)  0.4320
H (-0.90, 4.41, 0.28)  0.4822
F (-1.31, -4.30, 4.57)  -0.2145
C (-1.51, -3.26, 5.39)  0.6536
F (-1.17, -3.64, 6.63)  -0.2842
F (-2.82, -2.99, 5.38)  -0.2173
C (-0.71, -2.07, 4.95)  -0.1595
C (0.23, -1.47, 5.76)  -0.1257
C (0.95, -0.35, 5.32)  -0.8961
C (0.72, 0.12, 4.05)  -0.0131
N (-0.19, -0.47, 3.27)  -0.0700
C (-0.91, -1.52, 3.68)  0.6234
S (-2.02, -1.90, 2.42)  -0.3891
H (0.40, -1.87, 6.75)  0.5501
H (1.67, 0.13, 5.95)  0.4212
H (1.24, 0.97, 3.63)  0.5179
C (3.98, 0.17, -4.83)  -1.5545
C (2.94, -0.39, -3.90)  0.9479
C (3.27, -0.74, -2.59)  -0.7371
C (2.31, -1.24, -1.72)  -0.5234
C (1.01, -1.41, -2.18)  0.2826
C (0.67, -1.11, -3.49)  -0.6940
C (1.63, -0.60, -4.34)  -0.7615
S (-0.27, -1.79, -1.06)  1.3863
O (0.29, -2.14, 0.25)  -0.7709
O (-1.21, -2.67, -1.67)  -0.6725
N (-0.93, -0.30, -0.75)  -0.1912
C (-2.34, -0.07, -0.96)  0.3408
C (-3.03, -0.32, -2.14)  -0.4854
C (-4.35, 0.09, -2.20)  -0.5675
C (-4.93, 0.74, -1.11)  -0.6197
C (-4.17, 0.89, 0.03)  -0.5957
N (-2.90, 0.47, 0.09)  0.0518
H (4.81, 0.62, -4.28)  0.3782
H (3.55, 0.93, -5.49)  0.3937
H (4.39, -0.61, -5.47)  0.3267
H (4.29, -0.63, -2.25)  0.4560
H (2.55, -1.50, -0.70)  0.5199
H (-0.34, -1.28, -3.84)  0.4289
H (1.37, -0.35, -5.36)  0.4402
H (-2.55, -0.83, -2.97)  0.3311
H (-4.93, -0.08, -3.10)  0.4406
H (-5.94, 1.11, -1.15)  0.4141
H (-4.57, 1.36, 0.92)  0.4420

=====

ORCA calculation (wB97M-V/def2-TZVPD) on a structure of composition H8O4Rb at a distorted geometry.

For the HOMO-LUMO gap, the calculation gives 0.43985 Ha. For the molar mass, the calculation gives 157.53 g/mol. As for the net charge: +1. The total energy comes out at -8970.900 eV. As for the HOMO energy: -15.374 eV. The energy above the lowest of the compared OMol25 structures with the same formula, charge and spin comes out at 6.9 kcal per mole.

Each line ends with the Mulliken charge.
Geometry (Å):
Rb (-0.10, 0.73, 0.42)  0.8730
O (-0.38, -2.09, 0.78)  -0.5894
H (-0.95, -2.82, 1.05)  0.2936
H (0.49, -2.44, 0.56)  0.3177
O (0.71, 2.39, -1.85)  -0.5735
H (1.44, 1.78, -1.93)  0.3133
H (0.71, 2.81, -2.71)  0.2775
O (-1.68, -0.11, -1.83)  -0.5069
H (-2.22, 0.27, -2.50)  0.2696
H (-1.71, -1.05, -1.79)  0.2943
O (0.95, 0.41, 3.09)  -0.6223
H (1.79, 0.69, 3.42)  0.3174
H (0.95, -0.57, 3.28)  0.3356

=====

ORCA calculation (wB97M-V/def2-TZVPD) on the molecule C2H10N4O2 at a distorted geometry.

For the HOMO-LUMO gap, the calculation gives 0.33553 Ha. For the molar mass, the calculation gives 122.13 g/mol. The total energy comes out at -12290.013 eV. As for the HOMO energy: -8.352 eV. The energy above the lowest of the compared OMol25 structures with the same formula, charge and spin comes out at 52.9 kcal per mole.

Each line ends with the Mulliken charge.
Geometry (Å):
N (-2.01, -0.17, 0.19)  -0.6122
C (-0.80, 0.35, -0.33)  0.3846
N (-0.73, 0.08, -1.75)  -0.7217
O (-0.68, 1.72, -0.10)  -0.5933
C (0.71, -0.40, 0.45)  0.7745
N (1.76, 0.44, -0.06)  -0.6627
N (0.66, -0.42, 1.87)  -0.9538
O (0.75, -1.69, -0.08)  -0.5487
H (-2.57, 0.52, 0.67)  0.2128
H (-2.60, -0.62, -0.51)  0.2624
H (-0.07, 0.69, -2.22)  0.2493
H (-0.49, -0.89, -1.91)  0.2905
H (0.27, 1.93, -0.13)  0.4543
H (2.57, 0.39, 0.55)  0.2455
H (2.05, 0.13, -0.98)  0.2075
H (0.84, 0.52, 2.23)  0.3127
H (-0.42, -0.28, 1.43)  0.3687
H (0.76, -2.30, 0.67)  0.3296

=====

ORCA calculation (wB97M-V/def2-TZVPD) on the molecule C10H17N3 at a distorted geometry.

For the HOMO-LUMO gap (spin up / spin down), the calculation gives 0.31171 / 0.31020 Ha. For the molar mass, the calculation gives 179.27 g/mol. The total energy comes out at -15106.520 eV. As for the HOMO energy (spin up / spin down): -8.155 / -7.956 eV. The energy above the lowest of the compared OMol25 structures with the same formula, charge and spin comes out at 196.7 kcal per mole.

Each line ends with the Mulliken charge.
Geometry (Å):
C (2.22, 1.06, -0.22)  -0.7104
C (2.34, -0.21, -0.34)  1.1019
C (1.48, 2.26, 0.00)  -0.6428
C (1.43, -1.34, -0.43)  -0.7285
C (-0.05, 1.96, -0.07)  -0.4782
C (0.04, -1.05, -0.97)  -0.6969
C (-0.34, 0.71, 0.82)  -2.0352
C (-0.93, -0.49, 0.10)  1.8385
C (-1.31, -1.67, 1.04)  -2.0724
C (-2.29, -0.27, -0.57)  -1.7958
N (4.80, 0.27, 0.26)  -0.3434
N (4.48, -1.06, 0.65)  -0.5757
N (3.79, -0.50, -0.34)  0.2578
H (1.78, 2.64, 1.10)  0.2314
H (1.65, 3.18, -0.72)  0.3106
H (1.99, -2.20, -1.04)  0.2526
H (1.44, -1.63, 0.55)  0.4089
H (-0.61, 2.91, 0.39)  0.2420
H (-0.27, 1.70, -1.15)  0.3557
H (0.22, -0.42, -1.97)  0.3107
H (-0.49, -2.10, -1.34)  0.4038
H (0.50, 0.55, 1.44)  0.6097
H (-1.02, 0.94, 1.52)  0.8391
H (-1.59, -2.47, 0.52)  0.5960
H (-2.21, -1.19, 1.67)  0.4193
H (-0.45, -1.90, 1.62)  0.4485
H (-2.79, 0.65, -0.40)  0.4003
H (-2.96, -1.04, -0.35)  0.4457
H (-2.10, -0.29, -1.65)  0.3968
H (5.59, 0.42, -0.28)  0.2102